# C18H26BCeF4N3S4

A molecular structure, C18H26BCeF4N3S4 at a distorted geometry (ωB97M-V/def2-TZVPD, OMol25).

## Properties
HOMO energy (spin up / spin down): -11.08 / -11.09 eV
<S²>: 0.7506
spin multiplicity: 2
molecular weight: 639.6 g/mol
ΔE to the lowest compared entry with this formula, charge and spin: 0.00 kJ/mol
lowest unoccupied orbital energy (spin up / spin down): -2.64 / -2.57 eV
orbital gap (spin up / spin down): 8.4 / 8.5 eV
charge: +1

```
57
C18H26BCeF4N3S4 (ωB97M-V/def2-TZVPD)
Ce 0.731 0.726 0.810
C -5.004 -0.772 0.372
C -3.952 0.296 0.437
C -3.595 0.860 1.663
C -2.641 1.862 1.736
C -2.013 2.310 0.575
C -2.342 1.738 -0.652
C -3.315 0.746 -0.716
H -5.031 -1.244 -0.609
H -5.994 -0.358 0.568
H -4.818 -1.544 1.119
H -4.077 0.514 2.568
H -2.377 2.303 2.688
H -1.285 3.112 0.618
H -1.847 2.097 -1.547
H -3.600 0.333 -1.676
C 2.422 -2.848 -0.784
C 3.044 -2.537 0.571
S 2.002 -1.861 1.872
C 0.735 -3.091 2.230
C -0.356 -3.339 1.192
S -1.200 -1.837 0.626
C -1.405 -2.158 -1.137
C -0.148 -2.565 -1.908
S 1.321 -1.586 -1.507
H 1.850 -3.773 -0.733
H 3.234 -3.023 -1.489
H 3.830 -1.789 0.469
H 3.534 -3.443 0.935
H 0.291 -2.739 3.164
H 1.211 -4.045 2.471
H -1.099 -4.006 1.630
H 0.057 -3.854 0.328
H -1.801 -1.222 -1.530
H -2.183 -2.908 -1.294
H -0.361 -2.460 -2.972
H 0.074 -3.621 -1.760
C 1.316 1.571 -3.025
C 1.455 2.680 -2.049
N 0.935 2.741 -0.832
C 1.360 3.949 -0.295
C 2.134 4.600 -1.194
N 2.174 3.787 -2.300
H 0.499 0.914 -2.728
H 2.229 0.977 -3.078
H 1.082 1.951 -4.020
H 1.089 4.258 0.701
H 2.640 5.547 -1.163
H 2.672 3.973 -3.155
F 0.838 1.788 4.754
B 0.883 1.447 3.478
F -0.021 0.367 3.099
F 2.115 1.025 2.930
F 0.486 2.498 2.537
S 5.388 0.511 -1.295
C 3.958 0.565 -0.588
N 2.876 0.579 -0.107
```